ORCA calculation (ωB97M-V with the def2-TZVPD basis set) on a structure of composition C42H55O8PPdTe in a non-equilibrium geometry.

Cartesian coordinates (Å):
C 5.84 -2.34 -1.92
H 0.06 0.92 -4.56
H -4.10 2.18 -1.12
H 2.38 1.36 -1.44
H 0.27 -2.13 3.46
H 0.43 3.28 6.19
C 4.37 4.53 -1.47
H 1.09 3.89 4.66
H 0.01 6.88 2.14
H -4.02 0.91 -2.36
H -0.07 0.83 -2.07
H -4.09 0.35 2.75
C 3.91 3.67 -0.29
C 5.63 -1.05 -2.38
H 0.47 -3.83 2.15
H 3.69 -2.26 0.70
H -2.10 3.42 -0.64
H -0.29 4.71 5.43
H 4.63 0.82 -2.09
H -2.38 7.11 1.53
C 0.10 -2.43 -1.01
H 6.17 -0.70 -3.25
C 0.17 3.74 5.24
C -3.32 -0.18 3.32
H 5.75 3.72 0.84
H -2.73 2.12 -2.25
O -0.12 1.61 4.25
C 0.18 1.75 -2.59
C 1.08 -2.30 5.45
H 1.04 5.08 -4.34
O -2.32 0.77 3.68
C 3.06 0.22 0.26
C 3.03 0.62 2.78
C 4.25 -1.92 -0.16
C 4.07 -0.60 -0.58
H 6.84 1.11 2.98
C 0.72 4.09 -2.46
H 0.89 4.98 -1.88
C -0.29 4.06 0.27
H 6.53 -3.00 -2.42
C 0.42 2.89 -1.82
H 5.43 4.33 -1.66
C -1.65 4.19 -0.05
H -4.93 -0.87 -0.15
H 3.78 4.28 -2.35
H -1.70 2.68 5.05
C 0.25 1.81 -3.97
C -3.92 -0.80 4.57
H -2.90 -0.96 2.68
C 0.80 4.14 -3.85
P -0.76 0.36 3.42
C 5.16 0.71 1.71
H 0.76 -2.16 6.48
H -3.44 5.35 0.13
H -4.20 -1.46 -1.66
C -0.21 -2.65 0.47
Pd -0.18 -0.81 1.46
H 1.43 -3.33 5.32
H 1.84 2.50 1.30
H 1.32 4.97 1.36
O -0.58 -0.72 4.68
C 5.13 -2.78 -0.80
C 3.62 0.95 3.99
O 1.93 -0.52 0.34
C 0.39 2.76 -0.27
H 1.90 -1.62 5.24
O -1.39 -2.61 0.94
H 4.63 5.06 1.19
H 5.46 1.37 5.02
Te -2.32 0.18 -0.33
H 5.77 0.64 0.81
H 4.23 5.59 -1.24
H 0.53 -3.34 -1.45
H -0.81 -2.16 -1.54
H 1.75 -2.88 1.32
H -3.72 -2.17 -0.11
H -4.70 -1.52 4.31
C 0.58 3.00 -4.61
C 4.99 1.13 4.07
C -1.80 6.25 1.18
C 4.71 3.99 0.97
C -0.07 -2.03 4.49
C -0.46 6.13 1.52
C 2.79 1.61 -0.45
H 0.83 -1.63 -1.08
H -0.88 -2.75 4.65
H 1.12 -4.37 0.59
H -3.14 -1.32 5.13
C -3.43 1.52 -1.68
C -0.78 2.84 4.47
H 5.26 -3.79 -0.44
C 3.78 0.52 1.61
O -0.32 1.69 0.15
C -2.39 5.27 0.40
O 2.55 3.90 -0.07
C 0.85 -3.49 1.19
H 1.97 0.43 2.70
C 1.88 2.66 0.22
C 5.76 0.99 2.93
C -4.01 -1.25 -0.61
H 0.65 3.04 -5.69
H -4.35 -0.03 5.22
C 0.28 5.04 1.08
H -1.06 3.30 3.52
H 2.99 1.07 4.87
O 4.04 2.32 -0.64
C 4.76 -0.19 -1.72
H 4.30 3.42 1.81

Output
LUMO	0.1538	Eh
orbital gap	5.6	eV
highest occupied orbital energy	-1.42	eV
charge	-2
energy relative to the best compared isomer or geometry (same formula, charge and spin)	10.7	kcal/mol
E_tot	-80889.51852	eV

ORCA calculation (ωB97M-V with the def2-TZVPD basis set) on a cluster of 2 separate species, C4H11NO2 in total in a non-equilibrium geometry.

Cartesian coordinates (Å):
O 1.78 -2.42 -2.01
C -0.51 1.48 -0.06
H 0.48 -0.42 0.08
H 0.92 -2.64 -2.38
C 0.27 0.41 0.76
N -1.03 -1.25 1.99
H -1.07 -1.92 1.25
H -0.35 2.39 0.50
H -1.57 1.24 -0.08
H -0.33 2.47 -1.95
H 1.26 0.77 1.06
O -0.63 0.75 2.93
H -1.63 -1.42 2.78
H 1.11 1.52 -1.51
H -0.39 0.75 -2.10
C 0.03 1.55 -1.50
C -0.50 0.01 1.98
H 2.16 -3.27 -1.73

Output
LUMO	0.0174	Eh
structure (SMILES)	CCCC(N)=O.O
orbital gap	10.1	eV
highest occupied orbital energy	-9.64	eV
energy relative to the best compared isomer or geometry (same formula, charge and spin)	5.9	kcal/mol
E_tot	-9911.98387	eV

ORCA calculation (ωB97M-V with the def2-TZVPD basis set) on an isolated molecule of C5H8O in a non-equilibrium geometry.

Cartesian coordinates (Å):
C -0.59 -1.29 0.34
C -0.08 2.13 -1.29
C 1.19 0.35 1.13
H 1.80 1.17 0.76
H -0.99 -1.27 1.38
H 1.87 -0.48 1.35
H -2.18 -0.78 -0.62
H 0.11 -2.13 0.29
C -0.15 0.82 -0.90
O -1.60 -1.56 -0.60
C 0.13 0.02 0.16
H -0.30 0.10 -1.70
H -0.02 2.27 -2.38
H 0.80 0.65 2.10

Output
LUMO (alpha / beta)	-0.0243 / -0.0210	Eh
orbital gap (alpha / beta)	7.0 / 7.9	eV
highest occupied orbital energy (alpha / beta)	-7.62 / -8.47	eV
energy relative to the best compared isomer or geometry (same formula, charge and spin)	117.1	kcal/mol
E_tot	-7357.17630	eV

ORCA calculation (ωB97M-V with the def2-TZVPD basis set) on a structure of composition C20H23NO5S2 in a non-equilibrium geometry.

Cartesian coordinates (Å):
H 4.10 -1.24 -3.91
C 2.88 -0.81 -0.14
H 0.94 -2.93 0.30
H 1.01 -1.23 -1.09
H -6.05 -0.43 -3.42
O -3.07 0.76 1.90
C -1.15 0.18 0.18
H 0.97 0.47 -0.29
C -3.67 0.82 -0.63
H 3.69 -2.53 -1.17
C 1.49 3.41 2.28
H -6.76 1.43 -1.92
H 0.72 4.32 4.06
H 3.07 0.27 -0.17
C 2.11 -2.01 1.88
H -1.09 0.57 3.04
C 0.41 1.33 1.64
O -1.89 -2.26 -0.49
H -3.80 -1.50 -3.11
H -0.01 -1.84 1.33
O 2.58 -1.35 -2.46
C 3.16 -1.77 -3.70
O -0.77 -0.81 -2.24
C -4.92 1.42 -0.78
C 1.37 2.35 1.40
C -5.78 0.97 -1.79
C 0.66 3.49 3.41
H 1.97 2.34 0.46
N 1.35 -0.92 -0.15
H 1.87 -1.42 2.77
C -0.28 2.47 3.65
C 3.33 -1.44 1.17
C -3.27 -0.22 -1.47
S -1.68 -0.97 -1.11
H 4.42 -0.95 -1.59
H -5.23 2.22 -0.11
H 4.06 -2.22 0.94
H -0.94 2.51 4.51
H 3.87 -0.71 1.78
C -0.39 1.42 2.80
H 3.35 -2.86 -3.73
H 2.20 4.20 2.07
H 2.44 -1.50 -4.48
C -5.38 -0.08 -2.63
O -2.16 2.64 0.50
C 0.98 -1.99 0.87
H 2.30 -3.04 2.22
C 0.17 0.33 0.58
C 3.47 -1.47 -1.37
C -4.13 -0.67 -2.47
S -2.51 1.24 0.67

Output
LUMO	-0.0005	Eh
orbital gap	6.6	eV
highest occupied orbital energy	-6.60	eV
energy relative to the best compared isomer or geometry (same formula, charge and spin)	221.7	kcal/mol
E_tot	-54503.65340	eV